C12H21N5Ti | the ωB97M-V functional and the def2-TZVPD basis

Calculated values
Total charge: +3
LUMO (alpha / beta) (eV): -11.9 / -11.4
⟨S²⟩: 0.75
HOMO energy (alpha / beta) (eV): -19.412 / -19.426
Frontier orbital gap (alpha / beta) (Ha): 0.2775 / 0.2940
2S+1: 2

Last column: Mulliken charge in e.
Geometry (Å):
Ti (0.583, 0.117, 0.166)  0.562
N (1.870, -1.042, -2.181)  0.232
C (0.603, -1.538, -2.728)  -0.146
C (-0.402, -0.416, -3.107)  -1.113
C (-1.217, 0.202, -1.940)  0.040
N (-0.534, 1.115, -1.149)  -0.353
C (-1.849, -0.945, -1.078)  -0.940
C (-0.886, -2.097, -0.624)  0.022
N (-0.126, -1.720, 0.475)  -0.390
C (-0.086, -2.615, -1.848)  -1.096
H (2.312, -0.390, -2.869)  0.488
H (2.522, -1.847, -2.036)  0.483
H (1.775, -0.545, -1.288)  -0.372
H (0.884, -2.043, -3.682)  0.283
H (-1.159, -0.910, -3.758)  0.483
H (0.080, 0.368, -3.729)  0.342
H (-2.046, 0.778, -2.411)  0.361
H (-1.162, 1.738, -0.573)  0.444
H (0.097, 1.841, -1.720)  0.372
H (-2.590, -1.435, -1.748)  0.555
H (-2.424, -0.536, -0.219)  0.238
H (-1.509, -2.952, -0.275)  0.347
H (0.710, -2.421, 0.720)  0.410
H (-0.672, -1.666, 1.377)  0.431
H (-0.845, -3.091, -2.509)  0.473
H (0.625, -3.420, -1.560)  0.349
N (-2.696, 3.906, 4.100)  -0.271
C (-1.741, 3.306, 3.828)  -0.262
C (-0.564, 2.568, 3.497)  -0.093
C (0.542, 2.543, 4.348)  -0.038
C (1.669, 1.809, 3.983)  -0.855
C (1.647, 1.126, 2.777)  -0.115
N (0.592, 1.130, 1.933)  -0.127
C (-0.491, 1.852, 2.312)  0.034
H (0.533, 3.089, 5.289)  0.559
H (2.544, 1.771, 4.623)  0.448
H (2.501, 0.539, 2.449)  0.443
H (-1.319, 1.831, 1.607)  0.538
H (2.228, 0.000, -0.451)  0.234

C20H52O13P2S | the ωB97M-V functional and the def2-TZVPD basis

Calculated values
LUMO (eV): 0.3
HOMO energy (eV): -8.890
Frontier orbital gap (Ha): 0.3395
2S+1: 1

Last column: Mulliken charge in e.
Geometry (Å):
C (1.798, 3.784, -0.088)  -0.844
C (1.415, 4.189, -1.512)  -0.595
P (2.117, 3.406, -3.029)  -0.201
C (3.819, 2.939, -2.510)  -0.407
C (4.093, 1.771, -1.568)  -0.801
O (1.332, 1.893, -3.107)  -0.118
S (0.657, 1.086, -1.894)  0.817
O (1.413, -0.130, -1.682)  -0.598
O (-0.612, 0.630, -2.822)  0.015
P (-2.139, 0.253, -2.300)  -0.110
O (-1.988, -1.359, -2.160)  -0.360
O (-1.995, 0.646, -0.709)  -0.251
H (2.761, 4.208, 0.197)  0.316
H (1.865, 2.705, 0.041)  0.094
H (1.056, 4.151, 0.622)  0.335
H (0.330, 4.132, -1.644)  0.338
H (1.665, 5.242, -1.682)  0.465
H (4.218, 3.874, -2.092)  0.475
H (4.343, 2.757, -3.449)  0.240
H (3.679, 0.848, -1.966)  -0.073
H (3.690, 1.928, -0.569)  0.283
H (5.170, 1.631, -1.466)  0.399
H (-2.016, -1.678, -1.243)  0.336
H (-2.710, 1.234, -0.427)  0.204
C (-0.385, -3.767, 1.960)  -0.813
O (-0.745, -3.053, 0.788)  -0.357
C (0.362, -2.703, -0.036)  0.007
C (0.578, -3.687, -1.162)  -0.320
O (0.945, -4.975, -0.693)  -0.413
C (-0.125, -5.896, -0.659)  -0.706
H (-1.310, -4.132, 2.404)  0.268
H (0.258, -4.619, 1.725)  0.440
H (0.120, -3.119, 2.683)  0.229
H (1.275, -2.619, 0.564)  0.423
H (0.157, -1.723, -0.466)  -0.211
H (1.390, -3.315, -1.793)  0.282
H (-0.325, -3.751, -1.780)  0.262
H (-0.396, -6.225, -1.669)  0.337
H (-1.010, -5.471, -0.178)  0.283
H (0.209, -6.761, -0.088)  0.263
C (-2.002, -1.599, 4.160)  -0.299
O (-0.921, -1.966, 5.003)  -0.386
C (0.066, -0.957, 5.107)  -0.317
C (-0.121, -0.071, 6.322)  -0.725
O (-1.312, 0.695, 6.251)  -0.338
C (-2.387, 0.156, 6.996)  -0.671
H (-2.796, -2.330, 4.301)  0.316
H (-2.385, -0.611, 4.409)  0.216
H (-1.694, -1.612, 3.108)  0.001
H (0.070, -0.334, 4.204)  0.242
H (1.038, -1.455, 5.176)  0.455
H (0.716, 0.632, 6.376)  0.388
H (-0.110, -0.682, 7.231)  0.347
H (-2.237, 0.310, 8.070)  0.331
H (-2.517, -0.912, 6.805)  0.337
H (-3.288, 0.684, 6.687)  0.134
C (3.916, -0.803, -4.135)  -0.687
O (4.301, 0.456, -4.661)  -0.086
C (5.299, 0.390, -5.662)  -0.565
C (4.707, 0.506, -7.052)  -0.596
O (3.853, -0.579, -7.360)  -0.386
C (2.476, -0.289, -7.193)  -0.592
H (2.996, -0.651, -3.573)  -0.064
H (3.737, -1.530, -4.931)  0.490
H (4.685, -1.196, -3.460)  0.323
H (5.867, -0.543, -5.576)  0.380
H (5.991, 1.223, -5.504)  0.365
H (5.519, 0.512, -7.784)  0.416
H (4.165, 1.455, -7.139)  0.292
H (2.113, 0.360, -7.997)  0.337
H (2.277, 0.191, -6.232)  0.175
H (1.942, -1.237, -7.237)  0.244
C (-5.757, 1.733, 0.775)  -0.610
O (-5.840, 2.635, 1.861)  -0.396
C (-6.222, 2.030, 3.085)  -0.720
C (-5.031, 1.766, 3.980)  -0.523
O (-4.142, 0.827, 3.400)  -0.245
C (-3.021, 1.417, 2.774)  -0.627
H (-5.261, 2.257, -0.042)  0.196
H (-5.184, 0.837, 1.036)  0.256
H (-6.752, 1.426, 0.437)  0.347
H (-6.757, 1.093, 2.896)  0.335
H (-6.906, 2.713, 3.596)  0.410
H (-5.383, 1.352, 4.930)  0.393
H (-4.509, 2.705, 4.192)  0.391
H (-2.296, 1.770, 3.516)  0.288
H (-3.318, 2.261, 2.140)  0.508
H (-2.545, 0.646, 2.170)  -0.016

C2HGaO2 | the ωB97M-V functional and the def2-TZVPD basis

Calculated values
Total charge: +2
LUMO (alpha / beta) (eV): -15.2 / -14.9
HOMO energy (alpha / beta) (eV): -21.684 / -21.710
Frontier orbital gap (alpha / beta) (Ha): 0.2400 / 0.2512
2S+1: 1

Last column: Mulliken charge in e.
Geometry (Å):
H (-2.303, -0.356, -1.893)  0.453
C (-1.692, -0.018, -1.071)  0.850
C (-1.010, 0.371, -0.132)  -0.747
O (2.478, -0.969, 0.997)  0.268
O (2.271, 0.204, 1.024)  0.126
Ga (0.256, 0.768, 1.075)  1.051

C5H3P | the ωB97M-V functional and the def2-TZVPD basis

Calculated values
LUMO (alpha / beta) (eV): -1.3 / -1.3
HOMO energy (alpha / beta) (eV): -8.624 / -8.932
Frontier orbital gap (alpha / beta) (Ha): 0.2688 / 0.2806
2S+1: 1

Last column: Mulliken charge in e.
Geometry (Å):
C (0.892, -0.607, -1.358)  -0.875
C (0.286, 1.818, -1.463)  -0.297
C (-1.060, -1.088, 0.120)  -0.623
C (-0.258, -1.016, -0.925)  0.786
C (0.170, -0.342, 0.526)  -0.232
P (0.310, 1.532, 0.123)  0.270
H (-2.028, -1.354, 0.273)  0.451
H (0.897, -0.560, 1.262)  0.439
H (0.791, 1.616, 1.443)  0.081

C7H14N | the ωB97M-V functional and the def2-TZVPD basis

Calculated values
Total charge: +1
LUMO (eV): -3.8
HOMO energy (eV): -11.982
Frontier orbital gap (Ha): 0.2989
2S+1: 1

Last column: Mulliken charge in e.
Geometry (Å):
C (3.014, -2.871, -0.015)  -0.671
C (2.476, -2.220, 1.024)  -0.277
C (1.126, -1.599, 0.964)  -0.273
C (0.632, -0.695, 0.080)  -0.385
C (-0.884, -0.294, 0.226)  -0.394
C (-0.869, 1.190, 0.568)  -0.608
C (-0.969, 2.108, -0.608)  -0.620
N (-2.410, 2.072, -1.178)  -0.324
H (4.059, -3.173, -0.029)  0.243
H (2.667, -3.195, -0.965)  0.315
H (3.012, -1.858, 1.944)  0.267
H (0.381, -1.901, 1.658)  0.372
H (1.215, -0.101, -0.642)  0.285
H (-1.305, -0.490, -0.841)  0.092
H (-1.434, -1.111, 0.720)  0.461
H (-1.599, 1.260, 1.477)  0.293
H (0.083, 1.410, 1.061)  0.430
H (-0.754, 3.146, -0.104)  0.345
H (-0.219, 1.984, -1.382)  0.325
H (-2.632, 3.019, -1.504)  0.365
H (-3.119, 1.982, -0.461)  0.348
H (-2.471, 1.339, -1.992)  0.413

C23H35N3O4PdS2 | the ωB97M-V functional and the def2-TZVPD basis

Calculated values
LUMO (eV): 0.5
HOMO energy (eV): -6.382
Frontier orbital gap (Ha): 0.2521
2S+1: 1

Last column: Mulliken charge in e.
Geometry (Å):
Pd (-0.444, 0.342, -0.064)  -0.830
N (-1.166, 4.613, 0.879)  -0.582
C (-1.377, 5.078, -0.506)  0.336
C (-0.092, 4.922, -1.323)  -1.406
C (0.297, 3.461, -1.529)  0.159
N (0.848, 2.926, -0.259)  0.363
C (-0.858, 2.608, -2.050)  -1.120
C (-2.212, 2.797, -1.354)  0.410
N (-2.418, 2.044, -0.109)  -0.749
C (-2.510, 4.289, -1.158)  -1.788
H (-0.673, 5.316, 1.418)  0.232
H (0.248, 3.212, 0.516)  0.373
H (-2.058, 4.452, 1.334)  0.215
H (-1.660, 6.137, -0.522)  0.285
H (0.737, 5.457, -0.852)  0.449
H (-0.256, 5.380, -2.302)  0.497
H (1.116, 3.402, -2.248)  0.433
H (1.922, 3.251, -0.138)  0.652
H (0.920, 1.892, -0.322)  -0.363
H (-0.571, 1.548, -1.976)  0.178
H (-0.978, 2.827, -3.116)  0.529
H (-2.971, 2.421, -2.043)  0.589
H (-2.574, 1.052, -0.288)  0.623
H (-1.668, 2.156, 0.567)  0.145
H (-3.427, 4.389, -0.573)  0.470
H (-2.697, 4.737, -2.138)  0.479
O (-2.466, -0.256, -0.554)  -0.310
S (-2.807, -1.692, -0.771)  -0.297
C (-1.405, -2.324, -1.757)  0.913
C (-0.926, -3.764, -1.601)  -0.365
C (0.524, -3.892, -2.057)  -1.301
C (1.492, -3.535, -0.938)  -0.644
S (2.111, -1.849, -1.170)  -0.126
O (0.840, -1.095, -1.394)  -0.438
C (2.670, -1.674, 0.524)  0.832
C (3.907, -2.212, 0.845)  -0.732
C (4.388, -2.080, 2.139)  -0.597
C (3.637, -1.405, 3.093)  -0.505
C (2.403, -0.868, 2.755)  -1.188
C (1.915, -1.003, 1.464)  0.911
C (-2.463, -2.547, 0.758)  0.207
C (-3.006, -3.807, 0.970)  -0.390
C (-2.713, -4.482, 2.145)  -0.422
C (-1.891, -3.890, 3.098)  -0.631
C (-1.379, -2.616, 2.886)  -0.609
C (-1.671, -1.934, 1.712)  -0.038
H (-0.619, -1.607, -1.498)  -0.713
H (-1.717, -2.134, -2.785)  0.436
H (-1.552, -4.447, -2.181)  0.366
H (-0.993, -4.094, -0.562)  0.208
H (0.697, -3.258, -2.932)  0.463
H (0.715, -4.916, -2.382)  0.477
H (2.376, -4.176, -0.926)  0.593
H (1.018, -3.583, 0.044)  0.387
H (4.501, -2.712, 0.089)  0.438
H (5.356, -2.490, 2.398)  0.388
H (4.023, -1.284, 4.097)  0.401
H (1.821, -0.336, 3.496)  0.523
H (0.950, -0.569, 1.180)  0.016
H (-3.648, -4.255, 0.220)  0.389
H (-3.127, -5.466, 2.319)  0.402
H (-1.656, -4.421, 4.011)  0.402
H (-0.750, -2.154, 3.635)  0.433
H (-1.309, -0.933, 1.534)  0.531
O (3.363, 3.395, -0.133)  -0.764
C (3.823, 2.251, -0.445)  -0.135
O (3.162, 1.233, -0.691)  -0.463
H (4.929, 2.179, -0.477)  0.377

C5H6O | the ωB97M-V functional and the def2-TZVPD basis

Calculated values
LUMO (eV): 0.8
HOMO energy (eV): -8.475
Frontier orbital gap (Ha): 0.3412
2S+1: 1

Last column: Mulliken charge in e.
Geometry (Å):
C (-1.665, 0.349, -0.296)  -1.092
C (-0.627, -0.739, 0.000)  -0.284
C (0.763, -0.238, 0.048)  0.071
C (2.035, -0.443, -0.356)  -0.707
C (1.648, 0.680, 0.544)  0.652
O (2.108, 1.619, 1.153)  -0.616
H (-1.705, 1.125, 0.476)  0.324
H (-1.468, 0.835, -1.257)  0.326
H (-2.651, -0.119, -0.352)  0.324
H (-0.694, -1.543, -0.732)  0.311
H (-0.828, -1.171, 0.990)  0.225
H (3.084, -0.355, -0.219)  0.464

C39H52N8O4S3Y | the ωB97M-V functional and the def2-TZVPD basis

Calculated values
Total charge: +1
LUMO (eV): -2.9
HOMO energy (eV): -9.334
Frontier orbital gap (Ha): 0.2367
2S+1: 1

Last column: Mulliken charge in e.
Geometry (Å):
Y (-0.018, -0.357, 0.875)  1.349
C (-0.552, -3.304, -0.520)  -0.770
O (0.291, -2.088, -0.621)  0.602
C (1.415, -2.092, -1.407)  1.014
C (1.880, -3.246, -1.991)  -0.865
C (3.061, -3.239, -2.743)  -0.676
C (3.828, -2.091, -2.955)  -0.944
C (3.330, -0.932, -2.312)  -0.754
C (2.164, -0.944, -1.501)  -0.428
N (1.878, 0.064, -0.604)  1.979
N (2.715, 1.024, -0.706)  -1.030
C (2.576, 2.150, -0.003)  -0.485
C (1.632, 2.420, 1.012)  0.191
O (0.713, 1.568, 1.384)  -0.175
C (1.484, 3.751, 1.492)  -0.707
C (2.500, 4.675, 1.259)  -0.928
C (3.591, 4.410, 0.381)  1.063
C (4.610, 5.363, 0.274)  -0.940
C (5.598, 5.131, -0.666)  -0.520
C (5.532, 4.026, -1.545)  -0.688
C (4.539, 3.051, -1.374)  -0.349
C (3.635, 3.187, -0.316)  0.501
H (-0.139, -4.089, 0.076)  0.368
H (-1.446, -2.869, 0.003)  0.129
H (-0.845, -3.725, -1.508)  0.263
H (1.408, -4.206, -1.913)  0.523
H (3.383, -4.261, -3.113)  0.330
H (4.615, -2.009, -3.700)  0.425
H (3.945, -0.045, -2.281)  0.324
H (0.623, 4.093, 2.116)  0.533
H (2.371, 5.777, 1.558)  0.254
H (4.527, 6.196, 0.988)  0.405
H (6.508, 5.719, -0.809)  0.344
H (6.221, 3.974, -2.394)  0.398
H (4.503, 2.258, -2.080)  0.418
C (5.240, -2.913, 3.815)  -0.930
C (4.600, -1.543, 4.149)  -0.558
N (3.135, -1.565, 4.377)  -0.159
C (2.172, -1.337, 3.455)  0.196
S (2.545, -1.547, 1.770)  -0.329
N (0.987, -1.023, 4.016)  -1.036
N (-0.144, -0.963, 3.277)  0.692
C (-1.260, -1.040, 4.097)  0.496
C (-1.051, -1.133, 5.545)  -1.647
C (-2.524, -0.848, 3.495)  0.674
C (-3.705, -0.924, 4.247)  -1.173
C (-4.911, -0.768, 3.549)  -0.159
C (-4.957, -0.540, 2.153)  -0.972
C (-3.758, -0.462, 1.490)  -0.399
N (-2.549, -0.622, 2.143)  0.253
H (6.275, -2.751, 4.182)  0.350
H (5.186, -3.067, 2.728)  0.233
H (4.751, -3.793, 4.289)  0.253
H (4.831, -0.807, 3.348)  0.260
H (5.017, -1.227, 5.100)  0.451
H (2.821, -1.548, 5.368)  0.289
H (-1.906, -1.516, 6.111)  0.483
H (-0.582, -0.230, 5.914)  0.270
H (-0.332, -1.907, 5.708)  0.375
H (-3.682, -0.924, 5.336)  0.322
H (-5.879, -0.713, 4.122)  0.342
H (-5.866, -0.261, 1.646)  0.413
H (-3.547, -0.277, 0.459)  0.618
C (-4.087, -6.884, -5.325)  -0.884
N (-2.726, -6.331, -5.201)  0.012
C (-1.622, -6.658, -6.109)  -0.543
C (-0.594, -5.558, -5.857)  -0.518
N (-1.367, -4.530, -5.154)  -0.044
C (-2.580, -5.035, -4.780)  0.254
S (-3.721, -4.255, -3.834)  -0.485
H (-4.046, -7.910, -4.946)  0.292
H (-4.384, -6.913, -6.379)  0.299
H (-4.788, -6.268, -4.715)  0.298
H (-1.952, -6.616, -7.134)  0.273
H (-1.329, -7.670, -5.861)  0.390
H (-0.144, -5.040, -6.771)  0.334
H (0.281, -5.965, -5.323)  0.214
H (-1.102, -3.620, -4.747)  0.120
O (-1.282, 0.368, -0.835)  -0.557
S (-0.925, 1.101, -2.201)  0.597
C (-2.015, 2.594, -2.366)  -0.568
C (-3.144, 2.173, -3.251)  -0.644
C (-2.712, 1.027, -4.269)  -0.826
C (-1.738, 0.117, -3.474)  -0.592
H (-1.467, 3.337, -2.938)  0.426
H (-2.279, 2.998, -1.356)  0.174
H (-3.553, 3.046, -3.777)  0.429
H (-4.022, 1.879, -2.640)  0.320
H (-2.259, 1.382, -5.160)  0.398
H (-3.611, 0.520, -4.622)  0.354
H (-1.042, -0.325, -4.132)  0.502
H (-2.176, -0.697, -2.886)  0.194
C (-2.181, 6.165, 0.977)  -0.862
C (-2.196, 6.282, 2.510)  -0.409
O (-1.258, 5.318, 3.135)  -0.251
C (-1.815, 4.673, 4.250)  -0.300
C (-0.941, 3.445, 4.482)  -1.122
H (-2.603, 7.050, 0.491)  0.422
H (-2.698, 5.254, 0.642)  0.143
H (-1.098, 6.173, 0.581)  0.189
H (-3.147, 6.050, 2.952)  0.379
H (-1.854, 7.236, 2.895)  0.286
H (-2.853, 4.276, 4.135)  0.342
H (-1.855, 5.400, 5.128)  0.286
H (-1.156, 2.698, 3.749)  0.081
H (-1.109, 2.978, 5.397)  0.581
H (0.163, 3.644, 4.471)  0.256

C6H16N2 | the ωB97M-V functional and the def2-TZVPD basis

Calculated values
Total charge: -1
LUMO (alpha / beta) (eV): 3.9 / 3.9
⟨S²⟩: 0.76
HOMO energy (alpha / beta) (eV): -1.227 / -2.448
Frontier orbital gap (alpha / beta) (Ha): 0.1882 / 0.2329
2S+1: 2

Last column: Mulliken charge in e.
Geometry (Å):
N (-0.160, 1.462, -1.865)  -0.779
C (-1.166, 0.878, -1.092)  -0.118
C (-1.051, -0.572, -0.692)  -0.749
N (-0.422, -0.881, 0.651)  0.077
C (-1.176, -0.421, 1.828)  -1.219
C (1.399, 0.899, 1.050)  -1.177
C (1.039, -0.546, 0.697)  0.338
C (1.941, -0.948, -0.428)  -1.535
H (-3.019, 0.778, -2.245)  1.164
H (-0.185, 1.172, -2.836)  0.179
H (-2.200, 1.035, -1.881)  -1.447
H (-1.589, 1.474, -0.242)  0.136
H (-0.461, -1.125, -1.430)  0.289
H (-2.095, -0.960, -0.644)  0.431
H (-1.567, 0.578, 1.635)  0.323
H (-2.014, -1.093, 1.914)  0.377
H (-0.569, -0.594, 2.702)  0.416
H (0.933, 1.477, 0.252)  0.279
H (2.464, 1.121, 0.980)  0.408
H (0.923, 1.262, 1.955)  0.282
H (1.249, -1.176, 1.614)  0.294
H (3.005, -0.759, -0.285)  0.426
H (1.554, -0.294, -1.274)  0.286
H (1.914, -2.003, -0.751)  0.317